Entry 1:
Molecular formula: C28H22LiN8O4S
Method: DFT, wB97M-V/def2-TZVPD

Each line ends with the natural charge from an NBO analysis.
Cartesian coordinates (Å):
H (4.93264, 0.63742, 1.47421)  0.26
H (-3.15782, -5.00507, -0.89642)  0.21
O (0.68767, -0.76527, 2.32165)  -0.87
C (-1.37481, 3.31570, -0.43001)  -0.30
H (-1.27212, -5.15576, 0.75108)  0.22
C (-0.72326, 2.21580, 0.08734)  0.08
C (3.79663, 2.64752, -0.98475)  -0.25
H (0.12659, 2.33622, 0.75061)  0.24
O (6.56615, -2.70188, 0.30680)  -1.03
C (2.87045, -1.54831, 0.55658)  0.37
H (-3.64544, 1.59508, -2.25002)  0.20
C (-2.17482, -1.78298, -0.76388)  0.40
C (-0.87839, -3.05540, 0.62774)  0.09
C (-2.09503, 0.74239, -1.00768)  0.39
H (2.94354, 1.63025, 2.57130)  0.21
H (-0.05424, -3.03861, 1.33238)  0.24
H (-3.73382, -2.80034, -1.86735)  0.20
C (3.30366, -1.20635, 4.78051)  -0.20
H (4.76027, -2.46210, 0.07396)  0.47
C (2.96790, -1.45158, 2.01862)  -0.24
N (3.82553, -2.12751, -0.20604)  -0.53
C (-1.55612, -4.21352, 0.30560)  -0.29
H (-2.98413, 3.92046, -1.73019)  0.21
H (-1.05323, 4.31269, -0.16553)  0.22
C (5.78003, 1.10387, -1.05321)  0.22
C (3.46176, -2.00437, -1.51848)  -0.09
C (2.71462, 3.15159, -0.28778)  0.02
H (1.64065, -1.08543, -2.35054)  0.19
H (1.24139, -0.60588, 4.81100)  0.20
N (-2.49816, -0.54871, -1.32948)  -0.58
C (3.21763, 1.93062, 1.56589)  0.06
C (-2.92480, -2.90017, -1.15436)  -0.30
H (2.03849, 3.85254, -0.76748)  0.18
H (6.23218, 2.73467, -2.40142)  0.21
C (7.03918, -0.76203, -1.34822)  0.14
C (4.19515, -1.73685, 2.62999)  -0.12
H (3.42757, -1.10200, 5.85348)  0.19
N (-1.18024, -1.86556, 0.09851)  -0.50
C (-2.81329, 1.80015, -1.58786)  -0.29
O (8.72022, -2.68538, -0.83545)  -0.98
N (1.89528, -1.07298, -0.21645)  -0.59
C (1.85118, -1.03740, 2.80961)  0.39
Li (0.21402, -0.45651, 0.63006)  0.86
H (4.08730, -2.38347, -2.30922)  0.24
H (5.33783, -1.84270, 4.44563)  0.20
C (2.26407, -1.35520, -1.51304)  -0.13
H (8.02753, 1.40220, -3.52851)  0.18
S (7.29203, -2.51859, -0.95398)  2.40
C (7.44968, 0.97941, -2.71187)  0.07
C (4.33270, 1.37261, 0.95712)  -0.22
H (-3.27702, -0.58359, -1.96398)  0.39
C (4.63355, 1.73481, -0.35046)  -0.03
C (-2.59918, -4.12285, -0.60991)  -0.15
C (-2.44190, 3.09082, -1.29384)  -0.15
N (6.10606, -0.12621, -0.66125)  -0.44
C (2.08253, -0.92600, 4.20630)  -0.32
C (4.37897, -1.62010, 3.99635)  -0.33
N (7.73496, -0.26777, -2.37382)  -0.42
H (5.03857, -2.03297, 2.01430)  0.22
O (6.65328, -3.17191, -2.08078)  -1.01
N (-1.06487, 0.95082, -0.19898)  -0.51
C (6.45637, 1.72356, -2.09172)  -0.31
H (3.95572, 2.92945, -2.01800)  0.21
N (2.42020, 2.81122, 0.96496)  -0.45

Results
Electronic energy (eV): -60550.4196
Net charge: -1
Frontier orbital gap (Ha): 0.2183
Energy relative to the best compared isomer or geometry (same formula, charge and spin) (kcal/mol): 0.00
LUMO level (hartree): 0.067



Entry 2:
Molecular formula: C54H144N6O21
Method: DFT, wB97M-V/def2-TZVPD

Each line ends with the Löwdin charge.
Cartesian coordinates (Å):
C (-23.52733, 13.45492, 14.58085)  -0.08
H (-13.39048, 27.71956, 14.86556)  0.10
O (-14.07733, 23.08733, 14.82698)  -0.20
H (-14.01377, 10.30387, 21.90586)  0.07
C (-23.31992, 21.83551, 11.22216)  -0.30
H (-20.92981, 8.44117, 18.35072)  0.08
H (-13.26361, 17.84922, 20.13771)  0.09
C (-18.94304, 28.56362, 9.71221)  -0.17
H (-18.16122, 16.24123, 16.02264)  0.10
C (-17.23859, 17.00948, 25.08581)  -0.17
N (-10.80303, 16.21966, 16.35222)  -0.06
H (-20.86996, 19.54845, 24.48738)  0.08
H (-17.33095, 18.07053, 12.53764)  0.11
H (-14.63208, 25.78019, 16.70045)  0.11
H (-17.02937, 15.86951, 11.09824)  0.08
C (-15.23033, 29.24712, 15.71469)  -0.04
N (-19.02627, 29.89768, 10.41187)  -0.07
H (-24.15423, 22.44843, 11.56326)  0.11
H (-12.71457, 16.44648, 8.79397)  0.06
H (-11.36277, 15.75918, 17.05560)  0.11
H (-22.09175, 3.77472, 8.98202)  0.08
H (-19.88154, 12.11104, 6.15375)  0.08
H (-11.50934, 17.31559, 8.11264)  0.06
C (-13.11019, 28.19214, 15.80695)  -0.29
H (-16.61326, 15.07946, 25.72288)  0.11
H (-10.00500, 13.95219, 13.99863)  0.11
H (-17.66438, 13.28896, 5.46756)  0.08
C (-22.11051, 13.60982, 13.98004)  -0.33
H (-18.23358, 14.61811, 11.47076)  0.08
C (-12.64860, 18.49127, 19.50713)  -0.11
O (-19.86428, 20.81545, 25.81896)  -0.20
O (-19.44419, 19.11867, 19.23773)  -0.09
C (-20.24853, 18.23130, 20.00916)  -0.30
H (-19.38268, 7.23711, 12.11005)  0.11
O (-14.31356, 6.52683, 14.72684)  -0.09
C (-17.25456, 12.35721, 5.85742)  -0.09
O (-22.06604, 29.52902, 12.53976)  -0.18
C (-17.16966, 17.25927, 13.24753)  -0.23
N (-17.88118, 18.18651, 25.74111)  -0.08
H (-11.23449, 11.90959, 13.75605)  0.08
O (-11.91225, 17.63305, 18.65193)  -0.22
H (-9.55332, 16.78730, 18.00475)  0.12
N (-12.58825, 25.64149, 15.93662)  -0.06
C (-16.92412, 13.85332, 16.01898)  -0.14
C (-12.04582, 12.55513, 14.09239)  -0.10
C (-20.68923, 19.21832, 7.67421)  -0.32
H (-22.10318, 6.73228, 12.82934)  0.10
H (-12.41110, 27.06486, 17.60305)  0.11
C (-17.40542, 15.77507, 25.99985)  -0.21
H (-19.58971, 17.49717, 20.47293)  0.10
O (-20.23006, 19.62325, 8.96040)  -0.09
C (-19.92732, 30.03046, 11.61844)  -0.16
H (-16.25476, 16.17941, 18.23277)  0.12
C (-18.27380, 11.26119, 5.67661)  -0.33
C (-10.00028, 15.24688, 15.68047)  -0.22
O (-22.21597, 14.32234, 12.79441)  -0.08
H (-21.81041, 30.31659, 10.67139)  0.12
H (-19.56362, 29.34904, 12.38753)  0.09
C (-18.56102, 27.47942, 10.77601)  -0.21
H (-21.76629, 12.60917, 13.71872)  0.10
H (-16.41747, 12.11845, 5.20139)  0.07
H (-17.85615, 20.79083, 26.68561)  0.11
H (-21.04199, 17.24304, 8.39786)  0.07
H (-11.24324, 27.27177, 16.36469)  0.10
H (-19.22655, 5.69461, 10.54703)  0.11
C (-14.27694, 23.80155, 16.01985)  -0.20
H (-12.49373, 16.48946, 7.04417)  0.07
H (-24.68091, 9.19961, 7.68510)  0.06
C (-21.32806, 17.60648, 19.09481)  -0.09
C (-13.45549, 18.37645, 7.93760)  -0.33
O (-18.02842, 26.20986, 10.29087)  -0.20
H (-18.53253, 13.32503, 26.33365)  0.08
O (-21.01569, 8.79570, 16.27092)  -0.19
C (-21.38241, 29.54316, 11.30914)  -0.22
O (-21.29015, 5.19972, 10.33233)  -0.20
H (-21.33718, 14.08735, 14.58173)  0.11
H (-16.73627, 19.62971, 24.75135)  0.12
H (-13.63028, 18.85787, 8.89978)  0.11
H (-18.05360, 10.57986, 4.85479)  0.10
C (-10.04015, 17.22301, 17.13226)  -0.20
H (-14.73193, 30.21462, 15.65450)  0.08
H (-20.62168, 3.33665, 9.86171)  0.08
H (-23.69409, 28.45348, 12.13692)  0.08
C (-12.77751, 23.06689, 14.25076)  -0.13
H (-9.23931, 17.68792, 16.55727)  0.12
H (-23.11736, 10.00445, 10.03035)  0.10
C (-21.44360, 7.54813, 15.65540)  -0.20
H (-22.18918, 18.20631, 18.80022)  0.07
C (-23.56626, 10.52764, 9.18604)  -0.33
H (-15.34011, 28.81542, 14.71987)  0.08
O (-14.26807, 28.42691, 16.47358)  -0.21
H (-14.39623, 10.32716, 20.18394)  0.06
H (-21.50751, 21.14536, 24.69701)  0.08
H (-21.40135, 28.70008, 10.61853)  0.10
O (-11.58852, 13.48150, 15.05855)  -0.20
C (-17.60526, 17.89689, 14.61864)  -0.17
H (-20.61817, 4.57361, 8.47558)  0.08
H (-16.21653, 17.20707, 24.76263)  0.12
H (-16.77990, 25.57189, 11.79760)  0.07
H (-17.49742, 24.29032, 10.82907)  0.09
H (-9.61817, 14.48057, 16.35491)  0.12
H (-21.29845, 6.58583, 16.14634)  0.12
C (-16.12051, 16.62527, 16.08344)  -0.21
H (-14.91605, 18.63419, 6.76509)  0.08
C (-18.38226, 20.63263, 25.74418)  -0.16
N (-21.14671, 6.58721, 13.11951)  -0.07
H (-17.79283, 13.21079, 16.16249)  0.09
H (-18.35165, 19.29207, 24.07430)  0.10
H (-11.62690, 18.54344, 16.74628)  0.12
C (-23.47383, 20.53790, 12.02435)  -0.11
C (-23.67342, 9.48332, 7.98940)  -0.06
H (-17.88473, 21.39089, 25.13951)  0.10
H (-21.46307, 21.71666, 11.59375)  0.07
H (-13.57736, 23.35430, 16.72600)  0.11
H (-12.48627, 29.07137, 15.64636)  0.12
H (-24.58280, 10.85666, 9.40166)  0.10
C (-12.29946, 27.05106, 16.51887)  -0.14
H (-23.11531, 8.60339, 8.30926)  0.06
O (-16.05613, 8.93265, 22.62774)  -0.07
O (-14.70223, 18.02795, 7.47808)  -0.08
H (-9.07283, 15.69271, 15.32107)  0.12
C (-19.01186, 14.19133, 26.78958)  -0.14
H (-21.76299, 16.77592, 19.65079)  0.06
H (-16.66937, 14.73920, 12.34363)  0.08
H (-12.34268, 8.06080, 16.03708)  0.07
C (-21.52876, 8.93833, 17.58771)  -0.12
C (-20.36752, 6.83523, 11.87193)  -0.19
C (-17.49484, 15.29536, 11.89936)  -0.08
H (-16.41825, 8.64792, 20.73411)  0.10
H (-23.26378, 9.96834, 7.10337)  0.07
O (-16.95136, 14.57092, 17.21237)  -0.21
H (-20.07011, 20.99645, 23.68421)  0.09
H (-14.48919, 25.75819, 14.97096)  0.11
C (-14.04308, 25.36310, 15.88364)  -0.18
H (-13.85055, 8.88551, 20.88388)  0.07
H (-16.92885, 8.53597, 22.67871)  0.09
H (-12.15690, 25.65580, 15.02349)  0.08
O (-18.03359, 16.21289, 12.87605)  -0.21
H (-24.13882, 30.07789, 12.09576)  0.08
H (-15.55820, 16.14280, 15.28398)  0.10
H (-19.85097, 4.75648, 11.84603)  0.12
C (-12.56508, 17.10675, 7.93970)  -0.09
H (-22.52978, 7.57405, 15.56818)  0.10
H (-23.80941, 29.28473, 13.62267)  0.09
H (-12.61125, 22.08809, 13.80086)  0.08
H (-17.87273, 27.90604, 11.50563)  0.11
H (-13.80418, 5.71817, 14.63628)  0.08
H (-16.63520, 10.26111, 21.04473)  0.10
H (-15.29947, 23.48500, 16.22556)  0.12
O (-18.71171, 15.17824, 25.86414)  -0.20
H (-15.47137, 17.40339, 16.48500)  0.11
H (-23.98933, 14.42973, 14.73709)  0.07
H (-19.52619, 27.34264, 11.26371)  0.10
C (-16.01408, 15.65635, 17.30726)  -0.18
C (-14.48739, 9.74335, 21.09989)  -0.08
H (-12.83392, 11.90404, 14.47068)  0.09
C (-17.69970, 25.24655, 11.31157)  -0.10
H (-20.82287, 7.63635, 11.28972)  0.11
H (-12.47116, 6.99568, 17.37353)  0.07
H (-19.83208, 18.94743, 7.05775)  0.10
H (-18.32011, 30.59982, 10.24327)  0.09
H (-18.43328, 10.51097, 6.45110)  0.11
H (-14.73142, 7.94092, 16.06017)  0.11
H (-19.86128, 28.19138, 9.25792)  0.10
C (-15.98558, 9.43936, 21.34610)  -0.35
H (-18.65604, 18.16195, 14.50153)  0.11
H (-23.57387, 20.81565, 13.07362)  0.08
C (-12.71117, 7.07280, 16.31308)  -0.09
C (-20.14642, 5.48827, 11.09416)  -0.24
O (-19.46686, 11.92605, 5.30793)  -0.09
C (-10.76370, 14.48869, 14.56840)  -0.24
O (-22.09310, 22.43692, 11.67048)  -0.08
H (-22.98931, 12.20559, 9.60071)  0.08
N (-17.53236, 17.00398, 15.81565)  -0.04
H (-12.36659, 13.20734, 13.28009)  0.08
H (-11.96780, 23.06085, 14.98044)  0.08
H (-17.19570, 14.34419, 15.08442)  0.07
H (-21.91137, 17.46031, 6.94616)  0.07
H (-17.15149, 18.86359, 14.83705)  0.11
H (-16.96169, 12.55646, 6.88826)  0.07
H (-12.99793, 18.93523, 7.12120)  0.11
H (-19.42150, 19.13558, 9.13365)  0.08
H (-22.40747, 18.33404, 8.47802)  0.07
C (-20.57609, 20.59540, 24.56241)  -0.10
H (-13.18795, 19.30047, 19.01480)  0.08
H (-15.10606, 15.06792, 17.43897)  0.12
H (-24.23251, 12.89094, 13.97032)  0.07
H (-21.40082, 9.99510, 17.82219)  0.08
H (-11.20858, 15.22285, 13.89668)  0.12
H (-19.03691, 18.62778, 18.52027)  0.07
H (-17.78318, 16.76325, 24.17427)  0.11
H (-23.43884, 21.55058, 10.17680)  0.10
O (-22.82634, 11.64458, 8.83894)  -0.07
H (-18.38219, 25.21980, 12.16103)  0.08
H (-18.18759, 28.58214, 8.92669)  0.11
H (-21.21812, 8.55822, 13.75697)  0.11
C (-23.44519, 29.40703, 12.60263)  -0.13
H (-16.11321, 17.00207, 13.32385)  0.11
H (-23.50656, 13.00865, 15.57510)  0.06
H (-10.56934, 19.09911, 18.09653)  0.11
H (-16.05310, 13.22179, 15.84405)  0.09
C (-11.05859, 18.24551, 17.62739)  -0.19
H (-17.17586, 15.92662, 27.05456)  0.12
H (-21.21870, 20.02870, 7.17318)  0.11
C (-21.13033, 4.14559, 9.33732)  -0.07
H (-11.91748, 19.06561, 20.07609)  0.08
H (-19.96191, 31.02377, 12.06593)  0.12
H (-22.65872, 19.81485, 11.99402)  0.07
H (-20.09077, 14.03895, 26.81812)  0.09
H (-22.56953, 8.63951, 17.71254)  0.08
H (-21.37152, 14.77689, 12.75107)  0.08
C (-20.89669, 7.60495, 14.17658)  -0.19
H (-12.48758, 23.77184, 13.47160)  0.08
H (-14.71033, 6.32350, 16.75541)  0.10
H (-12.08372, 6.38346, 15.74810)  0.07
H (-19.83850, 7.54231, 14.43035)  0.11
H (-16.14270, 29.42745, 16.28319)  0.09
C (-14.21273, 6.98239, 16.04382)  -0.32
H (-24.26912, 19.94675, 11.57032)  0.07
H (-18.81581, 17.95927, 26.04923)  0.11
H (-18.57309, 14.24954, 27.78568)  0.09
C (-17.77322, 19.39567, 24.99233)  -0.25
H (-20.82849, 17.11416, 18.26047)  0.06
H (-20.80951, 18.72032, 20.80557)  0.10
C (-21.59127, 17.99969, 7.83762)  -0.09

Results
Electronic energy (eV): -110251.4890
Frontier orbital gap (Ha): 0.3103
Energy relative to the best compared isomer or geometry (same formula, charge and spin) (kcal/mol): 147.50
LUMO level (hartree): 0.004



Values for highest occupied orbital energy, eV, ordered as above
-4.1; -8.3